16
Properties=species:S:1:pos:R:3:mulliken_charge:R:1 method="wB97M-V/def2-TZVPD" mol_weight_g_mol=112.1 e_lumo_ev=0.711 e_homo_ha=-0.2959 smiles="[H]/N=C/N/C=C/[C@H]1CO1" relative_energy_kj_mol=523.59
C 0.580 1.517 1.771 0.0259
C -0.166 -0.647 0.953 -0.1025
C -0.445 -0.017 -0.329 -0.9380
C -0.751 -0.767 -1.616 0.1313
C 0.012 -1.225 -2.802 -0.2822
H 1.228 2.964 2.997 0.2297
H 0.972 1.779 0.661 0.3067
H 0.145 -0.148 3.093 0.3040
H 0.145 -1.652 0.998 0.4075
H -0.933 0.907 -0.458 0.4167
H -1.780 -0.437 -1.915 0.2251
H 1.070 -1.137 -2.739 0.2577
H -0.318 -1.062 -3.915 0.2214
N 0.634 2.006 3.027 -0.6057
N 0.101 0.131 2.107 -0.1810
O -0.493 -2.213 -1.832 -0.4167



16
Properties=species:S:1:pos:R:3:mulliken_charge:R:1 method="wB97M-V/def2-TZVPD" mol_weight_g_mol=112.1 e_lumo_ev=0.816 e_homo_ha=-0.2616 smiles="CN(C)C=C=NC=O" relative_energy_kj_mol=411.05
C 1.117 0.910 0.083 0.4352
C 3.712 0.185 0.041 0.0527
C -2.583 0.270 -0.051 -0.8740
C -0.585 -1.272 0.020 -0.8856
C -0.244 1.084 -0.067 -0.3407
N 2.345 0.682 0.090 -0.3389
N -1.181 0.054 -0.219 0.0708
O 3.997 -0.958 -0.002 -0.4511
H 4.311 1.029 0.276 0.3351
H -2.896 1.292 -0.536 0.2579
H -3.326 -0.458 -0.574 0.2628
H -2.975 0.079 0.935 0.3555
H -1.100 -2.099 -0.600 0.2745
H 0.554 -1.234 -0.301 0.2043
H -0.508 -1.659 1.072 0.3284
H -0.637 2.095 -0.168 0.3128



16
Properties=species:S:1:pos:R:3:mulliken_charge:R:1 method="wB97M-V/def2-TZVPD" mol_weight_g_mol=112.1 e_lumo_ev=0.887 e_homo_ha=-0.2909 relative_energy_kj_mol=383.54
C -1.623 -0.586 0.113 -0.5213
C 1.279 -0.666 -0.873 0.0830
C 0.845 1.224 0.639 -0.7075
C -0.499 1.737 0.294 -0.1521
C -1.479 0.878 0.137 -0.2728
H -1.878 -0.895 -0.922 0.3169
H -2.445 -0.727 0.786 0.3924
H -0.879 -2.459 0.854 0.2944
H 1.981 -1.174 -1.560 0.3655
H 0.635 0.516 1.356 0.4418
H 1.618 1.940 0.983 0.3050
H -0.722 2.827 0.344 0.3293
H -2.405 1.470 -0.164 0.2481
N -0.434 -1.512 0.547 -0.1844
N 0.518 -1.636 -0.393 -0.5806
O 1.546 0.626 -0.577 -0.3577



16
Properties=species:S:1:pos:R:3:mulliken_charge:R:1 method="wB97M-V/def2-TZVPD" mol_weight_g_mol=112.1 e_lumo_ev=0.880 e_homo_ha=-0.3254 relative_energy_kj_mol=623.65
C 1.020 -0.612 -0.320 0.0561
C -0.451 0.285 1.470 -0.4877
C -0.228 0.279 -0.036 0.7193
C -1.404 0.373 -0.852 -0.5155
C -0.395 1.413 -1.236 -0.8933
H 2.016 -1.804 -1.284 0.2326
H 2.117 -1.697 1.237 0.2993
H -1.318 -0.430 1.853 0.2978
H -0.478 1.290 1.832 0.3635
H -2.078 0.698 -0.006 0.2799
H -1.914 -0.794 -1.425 0.2626
H -0.443 2.384 -0.835 0.2690
H 0.397 1.418 -2.001 0.3003
N 1.378 -1.021 -1.471 -0.5920
N 1.061 -1.315 1.004 -0.3194
O 0.719 -0.467 2.069 -0.2723



16
Properties=species:S:1:pos:R:3:mulliken_charge:R:1 method="wB97M-V/def2-TZVPD" mol_weight_g_mol=112.1 e_lumo_ev=0.726 e_homo_ha=-0.3430 relative_energy_kj_mol=652.65
C -0.198 -0.585 -0.159 0.2584
C -1.723 -0.674 -0.464 -0.3004
C -1.751 0.770 0.169 -0.9802
C -0.291 0.788 -0.349 -0.0830
C 1.235 -0.893 -0.657 -0.2906
H 0.817 -0.002 1.353 0.5927
H -1.785 -0.420 -1.562 0.2314
H -2.151 -1.825 -0.233 0.2904
H -2.504 1.371 -0.179 0.4295
H -1.765 0.990 1.247 0.2233
H -0.320 1.240 -1.452 0.2655
H 1.279 1.920 -0.340 0.4245
H 1.563 -1.765 -1.119 0.4334
N 1.027 1.111 0.323 -0.2877
N 1.911 0.165 -0.229 -0.6227
O 0.083 -0.860 1.298 -0.5844



16
Properties=species:S:1:pos:R:3:mulliken_charge:R:1 method="wB97M-V/def2-TZVPD" mol_weight_g_mol=112.1 e_lumo_ev=0.827 e_homo_ha=-0.3304 smiles="C=CCN=C=N.C=O" relative_energy_kj_mol=414.36
C 1.654 -1.136 1.419 -0.9400
C -1.859 -0.745 0.830 -0.1409
C 1.090 -0.583 0.321 -0.0174
C -0.475 1.075 -1.956 0.3633
C 0.580 0.819 0.269 -0.8021
N -0.524 1.105 -0.741 -0.3167
N -0.795 1.131 -3.129 -0.4574
O -2.257 0.366 0.792 -0.3490
H 2.334 -1.935 1.502 0.3422
H 1.852 -0.499 2.213 0.3034
H -1.637 -1.215 1.777 0.2538
H -1.504 -1.315 -0.039 0.2523
H 0.934 -1.232 -0.483 0.4379
H 1.317 1.523 0.043 0.5042
H 0.190 1.139 1.261 0.3038
H -0.899 1.503 -4.080 0.2626



16
Properties=species:S:1:pos:R:3:mulliken_charge:R:1 method="wB97M-V/def2-TZVPD" mol_weight_g_mol=112.1 e_lumo_ev=0.873 e_homo_ha=-0.3668 smiles="N=C1CCC1.N=C=O" relative_energy_kj_mol=232.09
C 3.539 -0.168 -0.086 0.3869
C -1.599 -1.183 -0.051 -0.3650
C -0.197 -0.729 0.271 -0.5979
C -2.039 0.281 -0.249 -0.4794
C -0.661 0.693 0.094 0.3692
N 2.810 0.743 -0.055 -0.2306
N 0.144 1.709 -0.007 -0.5659
O 4.201 -1.096 -0.187 -0.4550
H -1.703 -2.010 -0.887 0.2745
H -2.204 -1.646 0.846 0.1701
H 0.159 -0.754 1.379 0.2118
H 0.619 -1.217 -0.189 0.2847
H -2.161 0.657 -1.307 0.2260
H -2.901 0.565 0.404 0.2758
H 2.310 1.524 0.273 0.2821
H -0.317 2.631 -0.251 0.2128



16
Properties=species:S:1:pos:R:3:mulliken_charge:R:1 method="wB97M-V/def2-TZVPD" mol_weight_g_mol=112.1 e_lumo_ev="-1.611 / -1.609" e_homo_ha="-0.2986 / -0.2986" relative_energy_kj_mol=508.99
C -0.612 1.484 -0.157 -1.4650
C 1.125 -1.263 -1.794 -1.1412
C -0.717 -0.029 0.016 1.0320
C 0.805 -0.678 -0.473 0.6950
C -0.606 -0.263 1.792 -0.0945
N 1.298 -0.693 0.635 -0.4514
N -0.414 0.549 2.719 -0.6629
O -1.692 -0.688 -0.373 -0.6334
H -0.002 1.471 2.584 0.2456
H -1.035 -1.246 1.988 0.3823
H -1.440 1.957 0.371 0.3405
H 0.320 1.857 0.264 0.4197
H -0.657 1.713 -1.221 0.3651
H 1.869 -2.048 -1.656 0.3575
H 0.208 -1.631 -2.256 0.3091
H 1.551 -0.491 -2.439 0.3019



16
Properties=species:S:1:pos:R:3:mulliken_charge:R:1 method="wB97M-V/def2-TZVPD" mol_weight_g_mol=112.1 e_lumo_ev=0.699 e_homo_ha=-0.3370 smiles="O=CN1[C@H]2CNC[C@@H]21" relative_energy_kj_mol=831.51
C 0.019 0.681 2.395 0.1739
C 0.222 -0.845 0.483 0.2534
C -0.926 -1.161 -0.705 -0.5409
C 1.056 0.451 -1.125 -0.7046
C 0.634 0.532 0.250 -0.3494
H 0.322 1.875 2.218 0.2950
H 1.117 -1.423 0.235 0.3247
H -2.015 -0.832 -0.569 0.3030
H -0.844 -2.202 -1.148 0.2359
H -1.040 0.260 -2.039 0.2924
H 0.794 1.381 -1.771 0.2635
H 1.879 0.003 -1.302 0.3889
H -0.442 1.012 0.383 0.3236
N 0.666 -0.106 1.556 -0.1958
N -0.191 -0.308 -1.665 -0.5239
O -1.251 0.682 2.805 -0.5399



16
Properties=species:S:1:pos:R:3:mulliken_charge:R:1 method="wB97M-V/def2-TZVPD" mol_weight_g_mol=112.1 e_lumo_ev=0.930 e_homo_ha=-0.3308 smiles="N[C@@H]1C[C@@H]2C=NO[C@@H]12" relative_energy_kj_mol=689.06
C 0.822 0.726 -0.482 -0.0533
C -0.416 -0.054 -1.346 -0.6838
C -0.226 -1.278 -0.139 -0.0995
C -1.064 -1.724 1.071 -0.3270
C -0.047 0.077 0.718 -0.0607
H 2.101 2.520 -0.089 0.2649
H 0.260 2.896 -0.355 0.2182
H 1.733 -0.033 -0.702 0.2053
H -1.361 0.363 -1.210 0.3433
H -0.194 -0.317 -2.462 0.2882
H 0.709 -1.917 -0.325 0.2906
H -1.595 -2.594 1.023 0.5092
H -1.038 0.489 0.521 0.2736
N 1.048 2.216 -0.530 -0.5370
N -0.868 -1.157 2.182 -0.3879
O 0.136 -0.212 2.123 -0.2442



16
Properties=species:S:1:pos:R:3:mulliken_charge:R:1 method="wB97M-V/def2-TZVPD" mol_weight_g_mol=112.1 e_lumo_ev=0.660 e_homo_ha=-0.3413 smiles="C[C@H]1N=CC(=O)N1C" relative_energy_kj_mol=161.05
C -2.094 -1.531 0.003 -0.2475
C -2.195 -0.046 0.112 0.6231
C 0.006 -0.977 -0.571 0.2204
C 1.121 -0.880 0.378 -1.1463
C -0.391 1.681 -0.199 -0.9220
N -0.950 -1.966 -0.262 -0.5883
N -1.017 0.418 -0.325 -0.0888
O -3.155 0.585 0.507 -0.6514
H -2.942 -2.127 0.126 0.4685
H 0.183 -1.052 -1.571 0.3935
H 0.673 -0.706 1.365 0.3200
H 1.783 -0.061 0.174 0.3673
H 1.822 -1.788 0.267 0.3057
H -0.762 2.284 -1.011 0.2889
H -0.776 2.052 0.744 0.3471
H 0.627 1.541 -0.115 0.3097



16
Properties=species:S:1:pos:R:3:mulliken_charge:R:1 method="wB97M-V/def2-TZVPD" mol_weight_g_mol=112.1 e_lumo_ev=0.674 e_homo_ha=-0.2778 smiles=Cc1oc(N)cc1N relative_energy_kj_mol=516.38
C 1.504 1.794 0.082 -1.0199
C 0.518 0.685 -0.407 -0.0987
C -1.572 0.000 -0.195 0.5198
C -0.692 -1.073 -0.013 -0.3152
C 0.578 -0.707 -0.026 0.1987
H 1.729 2.201 -0.978 0.2589
H 2.421 1.240 0.577 0.2387
H 1.186 2.227 0.908 0.4282
H -3.045 -0.814 0.706 0.3470
H -3.369 0.701 0.483 0.3113
H -1.357 -2.004 -0.534 0.1688
H 1.685 -2.277 0.682 0.2532
H 2.612 -1.182 -0.656 0.3023
N -2.980 -0.108 -0.151 -0.6770
N 1.659 -1.754 -0.190 -0.5728
O -0.878 1.071 -0.288 -0.3433



16
Properties=species:S:1:pos:R:3:mulliken_charge:R:1 method="wB97M-V/def2-TZVPD" mol_weight_g_mol=112.1 e_lumo_ev=-0.244 e_homo_ha=-0.2998 smiles="[H]/N=C/[C@H](O)C(C)=C=N" relative_energy_kj_mol=402.81
C 0.890 -2.025 -0.270 -1.3352
C 1.065 0.498 -0.374 0.4765
C 0.498 -0.621 0.065 0.1262
C -0.844 -0.274 0.621 -0.0375
C -1.013 1.242 -0.094 -0.2175
O -0.908 -0.079 1.992 -0.5592
N 2.029 1.223 -0.647 -0.5931
N -1.792 1.299 -1.087 -0.6244
H -0.124 0.410 2.279 0.3706
H 1.909 2.127 -1.094 0.2606
H -2.210 2.217 -1.241 0.2614
H -1.657 -0.942 0.330 0.4381
H -0.801 2.079 0.589 0.4530
H 1.028 -2.616 0.637 0.3091
H 0.111 -2.504 -0.868 0.3047
H 1.818 -2.035 -0.840 0.3668



16
Properties=species:S:1:pos:R:3:mulliken_charge:R:1 method="wB97M-V/def2-TZVPD" mol_weight_g_mol=112.1 e_lumo_ev=0.250 e_homo_ha=-0.3225 smiles="OC[C@@H]1C=NN=CC1" relative_energy_kj_mol=647.90
C -1.414 -0.394 0.293 -0.3128
C -0.428 -0.209 -0.766 0.2669
C 0.300 1.104 -0.733 -0.7061
C 1.363 0.912 0.261 -0.1279
C 0.544 -1.362 -0.663 -0.2588
H -1.073 -0.545 2.416 0.3367
H -2.369 0.369 0.114 0.1945
H -1.668 -1.520 0.623 0.3326
H -0.756 0.123 -1.806 0.2550
H -0.072 2.021 -0.325 0.2919
H 0.610 1.440 -1.738 0.3371
H 1.767 1.751 0.992 0.3114
H 0.480 -2.335 -1.354 0.3255
N 1.791 -0.120 0.899 -0.4190
N 1.561 -1.298 0.309 -0.3047
O -0.637 0.064 1.477 -0.5223